Density functional theory data (ωB97M-V/def2-TZVPD) for 3 unconnected molecules or ions with the total composition C3H3ClO2 at a distorted geometry.

Calculated values
relative energy (zero: lowest compared OMol25 entry of this formula, charge and spin) = 134.9 kJ/mol
LUMO energy = 0.46 eV
2S+1 = 1
E_tot = -19775.2912 eV
gap between HOMO and LUMO = 0.36336 hartree

Each line ends with the Mulliken charge.
Atoms and positions in Å:
C  -0.24  0.44  -0.18  0.71
C  -3.29  -2.06  -0.28  0.09
C  0.28  1.25  0.67  -0.86
O  -0.43  -0.56  -0.74  -0.36
O  -2.93  -2.52  -1.21  -0.09
Cl  -3.35  1.94  0.75  -0.23
H  0.40  2.30  0.59  0.27
H  0.66  0.79  1.56  0.24
H  -3.16  0.97  1.47  0.23